No. 1
A single C15H9N5O3 molecule at a distorted geometry, computed with wB97M-V/def2-TZVPD.

Calculated values
energy relative to the best compared isomer or geometry (same formula, charge and spin)	45.8	kcal per mole
SMILES	O=C(On1nnc2ccccc21)C(=O)c1ccc2[nH]cnc2c1
E_tot	-29288.92078	eV
total charge	0
LUMO energy	-0.0417	Eh

Each line ends with the natural charge from an NBO analysis.
Cartesian coordinates (Å):
C 4.08 -0.32 0.47  0.0378
O 0.68 1.09 -1.41  -0.4632
C 4.47 -0.25 1.79  0.1875
H -5.61 -0.61 -3.57  0.2285
C -5.88 -0.71 -1.44  -0.1957
H 1.42 0.49 3.12  0.2352
C 2.22 0.21 2.49  -0.1620
H 7.26 -0.89 0.15  0.2155
C -3.29 0.31 -1.30  0.0481
C -0.10 1.15 -0.44  0.6832
C 3.49 0.00 2.83  -0.2631
C -3.95 -0.04 -0.17  -0.2079
C 1.81 0.09 1.11  -0.1780
C 0.37 0.36 0.79  0.4664
N 5.14 -0.62 -0.39  -0.4202
O -1.33 1.68 -0.61  -0.3108
H -6.86 -1.12 -1.53  0.2161
H -5.76 -0.64 0.79  0.2217
O -0.48 0.23 1.67  -0.4996
C 2.73 -0.26 0.11  -0.1111
N 5.83 -0.47 1.78  -0.5501
N -2.03 1.05 -2.80  -0.0150
H 6.39 -0.55 2.59  0.4170
H 2.47 -0.39 -0.90  0.2480
C -5.17 -0.36 -2.61  -0.2173
C -5.32 -0.36 -0.14  -0.2061
N -2.07 0.88 -1.50  0.0753
C 6.23 -0.65 0.42  0.1914
C -3.91 0.13 -2.54  0.0588
H -3.40 -0.03 0.87  0.2350
H 3.60 0.01 3.85  0.2234
N -3.03 0.59 -3.49  -0.1888

=====

No. 2
A molecular structure, C16H10BrF2N3OSn at a distorted geometry, computed with wB97M-V/def2-TZVPD.

Calculated values
E_tot	-104578.79602	eV
total charge	0
LUMO energy	-0.0268	Eh

Each line ends with the natural charge from an NBO analysis.
Cartesian coordinates (Å):
C 1.22 0.54 -2.05  0.3565
C -0.98 1.45 2.44  -0.2466
H -0.32 -3.21 -0.01  0.2329
C 0.81 1.73 4.07  -0.2384
F -2.96 0.38 -2.90  -0.3952
Br -1.03 3.95 3.71  0.0355
N -0.41 -0.86 -3.04  -0.5450
C 2.18 -0.06 0.12  -0.1726
C 1.27 0.50 3.66  -0.1985
C -0.34 -2.60 -0.88  -0.1162
C 1.37 -1.16 0.22  0.0191
H -2.79 2.35 -2.97  0.1308
H 2.83 0.12 0.92  0.2259
C 2.08 0.77 -0.99  -0.2708
H 2.68 1.70 -1.10  0.2357
C -0.53 0.13 2.12  -0.1906
C 0.63 -0.33 2.72  0.0384
C -1.11 -2.89 -2.01  -0.2712
O 1.16 1.28 -3.21  -0.8337
H 1.06 2.25 4.94  0.2362
N 1.15 -1.69 2.49  -0.0916
H -1.85 -3.68 -1.91  0.2344
H -1.06 -0.50 1.42  0.2234
H -1.90 -1.95 -3.93  0.2214
Sn -0.55 0.88 -4.39  1.1015
H 2.07 -0.02 4.25  0.2266
C 0.54 -1.50 -0.86  -0.0167
C -2.11 1.46 -2.80  0.1664
F -1.59 1.58 -1.52  -0.3833
C -1.19 -1.93 -3.07  0.1022
C -0.32 2.19 3.37  -0.0416
H -1.80 1.82 1.86  0.2398
C 0.40 -0.63 -1.98  0.0983
N 1.39 -2.05 1.33  -0.1131

=====

No. 3
2 unconnected molecules or ions with the total composition C16H10F2N3O6S at a distorted geometry, computed with wB97M-V/def2-TZVPD.

Calculated values
energy relative to the best compared isomer or geometry (same formula, charge and spin)	0.0	kcal per mole
E_tot	-49774.66469	eV
total charge	-1
LUMO energy	0.0265	Eh

Each line ends with the natural charge from an NBO analysis.
Cartesian coordinates (Å):
S -0.17 -0.43 -2.38  0.3168
C 3.71 -0.02 -3.71  0.0227
H 1.52 2.95 -2.51  0.2286
H 3.16 -1.00 -1.89  0.2797
H -3.15 1.91 4.59  0.2187
H 4.18 1.15 -5.43  0.2467
C -1.85 0.14 -1.99  0.4224
F -2.33 0.75 -3.16  -0.3512
C -3.16 0.82 4.56  -0.2098
C -2.35 -1.19 3.46  -0.1248
C 2.11 2.11 -2.88  -0.1922
F -2.74 -0.84 -1.58  -0.3235
O -0.99 1.86 2.52  -0.6596
H -3.30 -3.07 3.83  0.2210
C -3.91 -0.02 5.41  -0.2354
O 4.08 -2.29 -3.62  -0.3653
H 0.28 1.35 -0.91  0.2741
N 4.20 -1.24 -4.29  0.5024
H -4.43 0.41 6.27  0.1989
C -1.12 0.69 2.87  0.6342
H -4.54 -2.07 5.86  0.1989
C -1.11 -1.55 2.65  0.6313
C -3.24 -2.03 4.14  -0.1924
O 4.67 -1.22 -5.44  -0.3880
C 3.65 1.16 -4.48  -0.1854
N -0.30 -0.41 2.64  -0.6850
C 0.80 0.51 -1.38  -0.3800
N 1.36 -0.35 -0.13  0.5080
H 2.91 3.17 -4.61  0.2240
C 2.90 2.24 -4.04  -0.2126
C -3.96 -1.43 5.19  -0.2389
C -2.32 0.17 3.64  -0.1140
C 2.06 0.88 -2.22  0.0744
O 1.72 0.35 0.82  -0.3255
O 1.37 -1.56 -0.21  -0.3486
H -1.76 0.89 -1.20  0.1640
O -0.92 -2.65 2.14  -0.6331
C 2.98 -0.12 -2.51  -0.2013

=====

No. 4
A molecular structure, C16H10F3N2O4S at a distorted geometry, computed with wB97M-V/def2-TZVPD.

Calculated values
energy relative to the best compared isomer or geometry (same formula, charge and spin)	120.0	kcal per mole
E_tot	-46903.56784	eV
total charge	-1
LUMO energy	0.0354	Eh

Each line ends with the natural charge from an NBO analysis.
Cartesian coordinates (Å):
H -3.81 1.55 0.49  0.2400
C 4.11 0.75 0.70  -0.2014
H -0.20 2.14 -1.33  0.2498
C -2.37 -2.12 -1.78  0.5967
H 2.40 0.27 1.90  0.2401
S -0.65 -0.98 1.76  0.2850
C 4.57 1.26 -0.52  -0.2391
H 1.64 0.77 -2.33  0.2033
N -3.61 -2.50 -1.18  -0.5943
C -0.88 0.04 -1.77  -0.0680
H -1.64 2.82 0.10  0.2387
C -1.82 1.79 -0.17  -0.0759
C -0.64 1.22 -0.88  -0.3513
H 0.32 -0.64 0.19  0.3412
H 4.73 0.76 1.59  0.2065
H 4.05 1.61 -2.56  0.2065
C -2.00 -0.71 -1.43  -0.1956
C 2.76 0.45 0.88  -0.2164
O -4.82 -1.38 0.54  -0.6285
C 0.37 0.51 0.18  -0.1856
F -0.23 -2.82 3.38  -0.3640
C -2.94 -0.28 -0.52  0.0588
C 2.33 0.79 -1.47  -0.1704
C 3.68 1.21 -1.61  -0.2277
F -2.34 -2.59 2.71  -0.3253
O 0.21 0.33 2.53  -0.4983
H 5.60 1.63 -0.59  0.2113
O -0.20 2.37 1.65  -0.4291
O -1.82 -2.76 -2.68  -0.6234
C -2.97 1.07 -0.03  -0.2464
H -0.13 -0.23 -2.54  0.2318
C -1.05 -2.76 2.27  0.8273
C 1.85 0.52 -0.18  -0.0319
N 0.26 1.25 1.44  0.2769
F -0.91 -3.88 1.53  -0.3027
C -3.87 -1.45 -0.27  0.5616

=====

No. 5
A molecular structure, C16H10IrN2O7, computed with wB97M-V/def2-TZVPD.

Calculated values
spin multiplicity	6
energy relative to the best compared isomer or geometry (same formula, charge and spin)	0.0	kcal per mole
E_tot	-36899.39054	eV
expectation value of S²	8.83
total charge	0
LUMO energy (alpha / beta)	-0.0152 / -0.1092	Eh

Each line ends with the natural charge from an NBO analysis.
Cartesian coordinates (Å):
H 3.76 0.25 -1.68  0.2368
C -0.99 1.15 -1.58  0.3652
C -0.50 0.75 1.66  0.3386
C -1.43 -0.35 1.80  0.2077
H 2.71 -2.02 0.02  0.2348
C -0.80 -1.37 2.64  0.4021
H -3.00 -1.33 -0.70  0.2050
N -0.47 -2.38 -0.48  -0.5102
O 1.49 -1.56 3.53  -0.4646
H 4.28 0.45 -0.01  0.2455
N 1.04 -0.80 -0.56  -0.5391
C 0.73 -2.96 -0.14  -0.0660
O 3.23 3.21 -0.78  -0.5261
C -0.26 -1.06 -0.72  0.3653
C 0.82 0.37 2.23  0.1805
H 0.80 -4.01 0.12  0.2385
C 1.65 -1.98 -0.20  -0.0774
C -3.36 1.79 -1.41  -0.2232
C 0.69 -0.89 2.92  0.3466
C 3.05 2.02 -0.71  0.4737
C -1.27 -0.08 -1.00  -0.2374
C -3.64 0.68 -0.68  -0.1367
O -2.54 -0.57 1.11  -0.4519
C -2.06 2.04 -1.87  -0.1599
H -4.13 2.52 -1.60  0.2287
O 1.88 1.00 1.80  -0.6189
C -2.61 -0.35 -0.41  0.0385
O -1.24 -2.43 2.98  -0.4565
H -1.36 -2.85 -0.49  0.4319
O -0.67 1.84 1.09  -0.5565
C 4.11 0.98 -0.95  -0.7363
O 0.24 1.59 -1.84  -0.6774
H 5.03 1.45 -1.29  0.2368
H -4.63 0.51 -0.27  0.2201
H -1.81 2.96 -2.39  0.2309
Ir 1.26 1.42 -0.13  1.2106

=====

No. 6
A molecular structure, C16H10N2O4PdS at a distorted geometry, computed with wB97M-V/def2-TZVPD.

Calculated values
spin multiplicity	5
E_tot	-42214.64945	eV
expectation value of S²	6.07
total charge	+2
LUMO energy (alpha / beta)	-0.2736 / -0.3994	Eh

Each line ends with the natural charge from an NBO analysis.
Cartesian coordinates (Å):
H 3.41 0.09 0.67  0.2652
H -3.37 -0.74 2.04  0.1847
C 4.06 0.62 -1.33  -0.1740
C 0.22 1.02 -4.19  -0.1320
C -2.10 0.73 -3.68  -0.1497
Pd 0.05 0.01 -0.04  0.8749
C -1.76 0.44 -2.36  0.0822
H -3.06 -1.27 4.37  0.2800
C 3.13 0.31 -0.34  -0.3162
H -1.34 1.25 -5.63  0.2656
C -1.45 -0.83 3.00  0.1038
H -3.14 0.72 -3.98  0.2659
H 1.04 1.24 -4.86  0.2549
O 0.59 -0.38 1.79  -0.5055
H -2.53 0.20 -1.63  0.2525
O -1.95 -0.31 0.70  -0.5670
N -0.50 0.43 -1.93  -0.4047
C 0.00 -0.69 2.88  0.3049
H 1.85 -0.81 3.94  0.2512
C -1.18 -1.37 5.35  0.1053
C 0.21 -1.24 5.26  -0.1470
C 0.78 -0.91 4.05  -0.0014
C 1.78 0.67 -2.24  -0.1423
C -1.09 1.02 -4.61  -0.1263
C -2.30 -0.62 1.87  0.2161
C -2.00 -1.16 4.24  -0.1532
C 1.83 0.33 -0.83  -0.0425
H 0.83 -1.41 6.13  0.2822
N -1.84 -1.72 6.62  0.5201
H 5.13 0.67 -1.20  0.2747
C 0.52 0.72 -2.84  0.1307
O -1.11 -1.89 7.55  -0.2962
O -3.03 -1.80 6.58  -0.3128
S 3.36 0.94 -2.89  0.5559

=====

No. 7
9 unconnected molecules or ions with the total composition C16H11BCl32S at a distorted geometry, computed with wB97M-V/def2-TZVPD.

Calculated values
SMILES	ClC(Cl)(Cl)Cl.ClC(Cl)(Cl)Cl.ClC(Cl)(Cl)Cl.ClC(Cl)(Cl)Cl.ClC(Cl)(Cl)Cl.ClC(Cl)(Cl)Cl.ClC(Cl)(Cl)Cl.ClC(Cl)(Cl)Cl.SBCCc1ccccc1
E_tot	-428986.95426	eV
total charge	0
LUMO energy	-0.0068	Eh

Each line ends with the natural charge from an NBO analysis.
Cartesian coordinates (Å):
Cl 1.44 -0.87 -7.48  0.0677
S -0.05 -1.78 6.57  -0.2780
Cl -3.11 -1.90 1.43  0.0507
C 3.23 2.99 -2.34  -0.2094
Cl 3.12 -0.95 -5.10  0.0533
H -1.43 1.86 7.23  0.2359
H 0.09 0.00 2.92  0.2234
C -2.74 -3.63 1.26  -0.2101
Cl 6.92 4.37 4.73  0.0387
H 2.78 4.13 4.13  0.2649
C 5.94 2.89 4.90  -0.2115
B 0.44 -0.72 5.09  0.4709
Cl -2.02 1.35 -2.95  0.0470
C -1.55 -0.20 -2.21  -0.2096
C -1.47 1.09 4.23  -0.4361
H -2.38 0.86 4.94  0.2210
Cl 5.93 2.01 3.35  0.0410
Cl 4.27 3.33 5.35  0.0854
Cl 4.30 -5.10 -9.52  0.0518
H -1.29 -1.27 7.04  0.1703
C 1.92 3.70 4.81  -0.2642
C 0.60 3.34 7.40  -0.2157
H 0.81 2.49 2.95  0.2377
Cl -4.13 -0.87 -7.97  0.0508
Cl -3.16 1.43 -9.47  0.0508
Cl -7.00 -5.24 -0.18  0.0544
C -7.98 -3.84 -0.66  -0.2086
Cl -1.37 -3.84 0.15  0.0508
Cl 1.54 3.05 -1.78  0.0465
C 3.13 -4.77 -8.21  -0.2101
C -2.70 -0.12 -8.73  -0.2104
Cl 3.06 -6.17 -7.11  0.0522
C 1.79 3.94 6.43  -0.2568
H 0.53 3.52 8.56  0.2474
Cl 3.20 1.37 -6.86  0.0564
Cl 0.85 0.87 -5.22  0.0573
Cl -2.98 -0.95 -1.45  0.0549
Cl 4.13 1.81 -1.36  0.0472
Cl -2.05 -1.21 -9.98  0.0459
Cl 6.64 1.86 6.17  0.0425
Cl -0.90 -1.29 -3.46  0.0566
Cl -2.31 -4.31 2.86  0.0541
H 1.54 -0.28 5.01  -0.0610
Cl -0.30 0.08 -0.97  0.0505
C -0.41 2.08 5.05  -0.0129
C 2.15 0.10 -6.16  -0.2101
Cl 1.51 -4.49 -8.92  0.0475
Cl -4.16 -4.48 0.62  0.0508
C 0.79 2.75 4.10  -0.2406
H -1.27 -1.17 3.51  0.2434
Cl -1.45 0.17 -7.48  0.0549
Cl 3.26 2.49 -4.05  0.0508
Cl -8.78 -4.18 -2.22  0.0564
H -1.90 1.63 3.26  0.2330
Cl 3.64 -3.33 -7.30  0.0540
Cl -9.22 -3.53 0.58  0.0563
H 2.62 4.60 6.96  0.2373
Cl -6.93 -2.41 -0.83  0.0529
Cl 3.97 4.60 -2.17  0.0507
C -0.60 -0.28 3.86  -0.7726
C -0.53 2.39 6.68  -0.2483

=====

No. 8
A molecular structure, C16H11Cl3N3O5Re, computed with wB97M-V/def2-TZVPD.

Calculated values
spin multiplicity	4
E_tot	-71170.75824	eV
expectation value of S²	3.77
total charge	+1
LUMO energy (alpha / beta)	-0.1357 / -0.1882	Eh

Each line ends with the natural charge from an NBO analysis.
Cartesian coordinates (Å):
C -0.99 2.73 -0.93  0.7459
C 3.01 -0.58 3.80  -0.3978
H 5.17 0.82 2.61  0.2235
H -3.61 0.26 3.01  0.2675
O -0.47 -1.36 0.88  -0.6990
C 2.23 0.54 1.84  0.6879
C -0.80 -1.30 -2.84  0.3171
H 2.03 -2.62 -4.27  0.2567
H 3.05 -0.12 4.79  0.2265
H 3.83 -1.28 3.68  0.2238
N -1.46 0.97 0.59  -0.4349
C -2.93 2.78 0.79  -0.1727
Cl 0.51 -3.77 -6.40  0.0543
C 4.27 1.39 2.80  -0.3973
H 2.06 -1.11 3.69  0.2370
O 0.00 1.88 -1.27  -0.6904
C -1.38 -1.06 1.81  0.7428
C 0.52 -1.64 -3.08  -0.0831
C -3.14 0.82 2.22  -0.1761
C -3.58 2.08 1.81  -0.1122
C -2.05 0.27 1.56  0.1185
O -1.67 -1.75 2.75  -0.5201
H 4.14 2.16 2.05  0.2326
C 0.98 -2.39 -4.14  -0.2327
Re 0.05 0.09 -0.41  1.7135
H 4.32 1.86 3.78  0.2273
C -1.32 -2.52 -4.86  -0.2095
H -4.43 2.52 2.30  0.2485
O -1.17 -0.57 -1.78  -0.6901
N 3.11 0.48 2.78  -0.4179
C 0.03 -2.83 -5.04  -0.0353
Cl 1.67 -1.04 -1.86  0.1630
N 1.43 0.58 1.00  -0.5444
H -3.25 3.75 0.46  0.2691
C -1.85 2.18 0.19  0.1167
H -2.05 -2.87 -5.58  0.2588
O -1.16 3.81 -1.40  -0.5046
Cl -3.39 -1.39 -3.55  0.0652
C -1.73 -1.77 -3.78  -0.0781